ORCA calculation (ωB97M-V with the def2-TZVPD basis set) on one molecule with the formula C4H8O2 in a non-equilibrium geometry.

Cartesian coordinates (Å):
1 C -1.908 -0.215 0.344
2 C -0.703 0.545 -0.156
3 O -0.789 1.372 -1.043
4 C 0.673 0.245 0.414
5 C 1.360 -0.907 -0.306
6 O 1.582 1.377 0.014
7 H -2.056 -1.105 -0.277
8 H -2.798 0.415 0.249
9 H -1.782 -0.545 1.379
10 H 0.684 0.169 1.506
11 H 0.762 -1.447 -1.054
12 H 1.884 -1.651 0.324
13 H 1.991 0.018 -0.701
14 H 1.115 1.823 -0.723

Computed properties:
E_HOMO ... -10.19 eV
Gap between HOMO and LUMO ... 11.07 eV
E_tot ... -307.6343 Ha
F_max ... 3.69 eV/Å
Energy above the lowest of the compared OMol25 structures with the same formula, charge and spin ... 49.0 kcal/mol

ORCA calculation (ωB97M-V with the def2-TZVPD basis set) on C48H59BrFGaO5PS as an isolated structure in a non-equilibrium geometry.

Cartesian coordinates (Å):
1 C 2.790 -0.647 2.291
2 C 4.074 -1.222 3.019
3 C 4.568 -2.557 2.340
4 C 6.034 -2.514 1.784
5 C 6.475 -1.130 1.201
6 C 5.555 -0.574 0.059
7 C 5.263 -1.612 -1.087
8 C 5.051 -0.865 -2.465
9 C 4.109 0.384 -2.412
10 C 2.613 0.053 -1.993
11 C 1.893 1.282 -1.296
12 C 0.733 0.799 -0.334
13 C -0.704 1.292 -0.780
14 C -1.408 0.135 -1.623
15 C -2.833 -0.269 -1.047
16 Ga -2.806 -1.981 0.124
17 C -4.569 -2.055 1.242
18 C -4.578 -0.995 2.382
19 F -4.064 0.255 1.934
20 C -2.704 -3.703 -1.011
21 C -1.780 -3.543 -2.282
22 C -0.323 -4.098 -2.030
23 S 0.653 -4.050 -3.605
24 P -1.044 -1.813 1.694
25 O -1.173 -0.353 2.576
26 Br -1.466 -3.447 3.266
27 H 2.088 -0.317 3.098
28 H 3.002 0.257 1.681
29 H 2.238 -1.432 1.725
30 H 3.715 -1.504 4.044
31 H 4.862 -0.456 3.173
32 H 4.548 -3.360 3.123
33 H 3.815 -2.882 1.580
34 H 6.767 -2.921 2.526
35 H 6.076 -3.240 0.927
36 H 7.509 -1.272 0.787
37 H 6.597 -0.393 2.035
38 H 6.115 0.276 -0.415
39 H 4.593 -0.148 0.417
40 H 6.143 -2.297 -1.211
41 H 4.373 -2.213 -0.796
42 H 4.662 -1.602 -3.215
43 H 6.043 -0.524 -2.864
44 H 4.474 1.190 -1.729
45 H 4.025 0.860 -3.424
46 H 1.985 -0.189 -2.884
47 H 2.556 -0.839 -1.321
48 H 1.469 1.971 -2.071
49 H 2.621 1.886 -0.696
50 H 0.790 -0.314 -0.248
51 H 0.907 1.195 0.700
52 H -0.622 2.220 -1.388
53 H -1.297 1.460 0.152
54 H -1.527 0.537 -2.661
55 H -0.755 -0.768 -1.698
56 H -3.258 0.597 -0.480
57 H -3.490 -0.503 -1.932
58 H -5.411 -1.937 0.520
59 H -4.581 -3.072 1.715
60 H -5.595 -0.779 2.784
61 H -3.946 -1.336 3.240
62 H -2.415 -4.605 -0.409
63 H -3.747 -3.905 -1.367
64 H -1.732 -2.484 -2.624
65 H -2.173 -4.128 -3.159
66 H -0.342 -5.149 -1.668
67 H 0.216 -3.476 -1.279
68 H -0.117 -4.648 -4.589
69 H -0.850 -0.470 3.476
70 C -5.679 1.727 4.384
71 C -6.671 1.328 5.275
72 C -6.382 1.192 6.626
73 C -5.093 1.442 7.089
74 C -4.091 1.819 6.191
75 C -4.391 1.971 4.839
76 C -2.703 2.041 6.661
77 O -1.829 2.373 5.884
78 C -2.396 1.843 8.100
79 C -1.086 1.992 8.549
80 C -0.789 1.822 9.894
81 C -1.801 1.512 10.798
82 C -3.107 1.357 10.354
83 C -3.406 1.513 9.003
84 C -4.799 1.311 8.535
85 O -5.683 1.036 9.327
86 H -5.909 1.840 3.332
87 H -7.673 1.125 4.916
88 H -7.158 0.887 7.316
89 H -3.621 2.274 4.140
90 H -0.296 2.236 7.849
91 H 0.231 1.933 10.239
92 H -1.570 1.386 11.849
93 H -3.891 1.111 11.060
94 C 1.901 5.221 -8.137
95 C 0.951 5.143 -9.151
96 C 0.115 4.038 -9.238
97 C 0.235 3.000 -8.317
98 C 1.204 3.068 -7.316
99 C 2.029 4.186 -7.221
100 C 1.377 1.948 -6.356
101 O 2.220 2.010 -5.481
102 C 0.511 0.753 -6.491
103 C 0.697 -0.330 -5.636
104 C -0.116 -1.449 -5.743
105 C -1.126 -1.487 -6.702
106 C -1.313 -0.413 -7.561
107 C -0.490 0.706 -7.465
108 C -0.675 1.832 -8.410
109 O -1.555 1.801 -9.252
110 H 2.547 6.088 -8.064
111 H 0.860 5.946 -9.873
112 H -0.626 3.983 -10.025
113 H 2.773 4.247 -6.437
114 H 1.479 -0.303 -4.887
115 H 0.038 -2.294 -5.074
116 H -1.765 -2.358 -6.780
117 H -2.097 -0.449 -8.308

Computed properties:
E_HOMO ... -4.09 eV
Gap between HOMO and LUMO ... 4.72 eV
Net charge ... -1
E_tot ... -7578.9269 Ha
F_max ... 2.04 eV/Å

ORCA calculation (ωB97M-V with the def2-TZVPD basis set) on one molecule with the formula C26H32N4O7S in a non-equilibrium geometry.

Cartesian coordinates (Å):
1 C 1.327 1.493 2.519
2 O 0.315 0.726 1.908
3 C 0.690 -0.618 1.689
4 C -0.497 -1.367 1.094
5 C -0.166 -2.827 0.778
6 N 0.835 -2.920 -0.260
7 C 2.112 -3.255 -0.004
8 O 2.511 -3.724 1.040
9 C 3.058 -2.892 -1.161
10 N 3.256 -1.452 -1.101
11 C 2.359 -0.660 -1.792
12 O 1.511 -1.166 -2.505
13 N 2.461 0.699 -1.636
14 C 1.492 1.511 -2.368
15 C 0.086 1.392 -1.777
16 C -0.809 2.556 -2.202
17 C -0.512 3.879 -1.493
18 C -0.723 3.812 0.023
19 C -2.143 3.388 0.356
20 O -3.121 3.986 -0.048
21 N -2.235 2.300 1.153
22 C -3.512 1.748 1.552
23 C -3.673 0.328 1.078
24 C -4.003 -0.688 1.960
25 C -4.118 -2.016 1.548
26 C -3.876 -2.280 0.223
27 C -3.551 -1.261 -0.675
28 C -3.449 0.046 -0.274
29 O -3.350 -1.798 -1.918
30 C -3.598 -3.181 -1.788
31 O -3.885 -3.482 -0.439
32 C 3.333 1.371 -0.769
33 O 3.313 2.577 -0.655
34 C 4.186 0.468 -0.046
35 S 5.338 0.938 1.154
36 C 5.707 -0.710 1.457
37 C 5.001 -1.582 0.689
38 C 4.122 -0.906 -0.188
39 H 1.670 1.023 3.447
40 H 2.186 1.625 1.851
41 H 0.894 2.466 2.745
42 H 0.997 -1.082 2.638
43 H 1.555 -0.652 1.008
44 H -1.327 -1.330 1.800
45 H -0.813 -0.858 0.182
46 H 0.238 -3.333 1.658
47 H -1.073 -3.344 0.455
48 H 0.622 -2.475 -1.146
49 H 4.016 -3.398 -1.048
50 H 2.614 -3.133 -2.128
51 H 1.493 1.185 -3.410
52 H 1.852 2.538 -2.300
53 H -0.359 0.454 -2.116
54 H 0.156 1.357 -0.689
55 H -1.849 2.292 -2.006
56 H -0.710 2.702 -3.280
57 H -1.186 4.636 -1.897
58 H 0.512 4.197 -1.690
59 H 0.000 3.143 0.486
60 H -0.573 4.813 0.436
61 H -1.409 1.788 1.429
62 H -3.615 1.795 2.642
63 H -4.273 2.394 1.099
64 H -4.179 -0.452 2.998
65 H -4.375 -2.802 2.236
66 H -3.207 0.830 -0.971
67 H -4.456 -3.464 -2.420
68 H -2.710 -3.747 -2.112
69 H 6.437 -0.953 2.203
70 H 5.081 -2.649 0.775

Computed properties:
E_HOMO ... -8.27 eV
Gap between HOMO and LUMO ... 8.32 eV
E_tot ... -2153.9501 Ha
F_max ... 1.27 eV/Å
Energy above the lowest of the compared OMol25 structures with the same formula, charge and spin ... 0.0 kcal/mol

ORCA calculation (ωB97M-V with the def2-TZVPD basis set) on one molecule with the formula C3H5NOS in a non-equilibrium geometry.

Cartesian coordinates (Å):
1 C 0.303 -1.919 0.398
2 C 0.444 -0.451 0.625
3 N 0.350 0.401 -0.554
4 O 0.538 1.653 -0.137
5 C -0.646 2.295 -0.772
6 S -0.999 3.889 -1.012
7 H 1.253 -2.490 0.546
8 H -0.679 -2.273 1.133
9 H -0.186 -2.263 -0.636
10 H 0.664 -0.170 1.681
11 H -1.042 1.327 -1.271

Computed properties:
E_HOMO ... -9.24 eV
Gap between HOMO and LUMO ... 8.83 eV
E_tot ... -645.3084 Ha
F_max ... 10.19 eV/Å
Energy above the lowest of the compared OMol25 structures with the same formula, charge and spin ... 127.6 kcal/mol

ORCA calculation (ωB97M-V with the def2-TZVPD basis set) on a 2-piece molecular cluster, C29H25FNOS overall in a non-equilibrium geometry.

Cartesian coordinates (Å):
1 C -1.173 1.858 4.072
2 O -0.967 1.284 2.750
3 C -0.745 -0.069 2.757
4 C -1.907 -0.935 2.930
5 C -2.053 -1.636 4.143
6 C -3.153 -2.471 4.339
7 C -4.107 -2.614 3.329
8 C -3.993 -1.870 2.146
9 C -2.914 -1.011 1.949
10 C 0.586 -0.468 2.883
11 N 1.067 -1.756 2.909
12 C 0.257 -2.926 2.580
13 C 2.445 -1.843 3.106
14 C 3.051 -0.585 3.194
15 C 4.442 -0.459 3.287
16 C 5.232 -1.616 3.236
17 C 4.623 -2.878 3.153
18 C 3.229 -3.007 3.100
19 S 1.875 0.709 3.088
20 H -1.432 2.914 3.940
21 H -1.994 1.327 4.575
22 H -0.235 1.765 4.635
23 H -1.292 -1.493 4.914
24 H -3.257 -2.999 5.291
25 H -4.945 -3.299 3.473
26 H -4.764 -1.950 1.381
27 H -2.819 -0.384 1.061
28 H 0.919 -3.733 2.239
29 H -0.316 -3.272 3.450
30 H -0.442 -2.677 1.774
31 H 4.871 0.534 3.386
32 H 6.317 -1.528 3.261
33 H 5.243 -3.773 3.132
34 H 2.741 -3.983 3.046
35 F -0.890 2.764 -3.781
36 C -1.401 2.973 -2.522
37 C -0.518 3.273 -1.487
38 C -1.013 3.309 -0.193
39 C -2.405 3.106 0.084
40 C -2.841 3.195 1.431
41 C -4.057 3.719 1.952
42 C -4.041 4.433 3.200
43 C -5.212 4.903 3.778
44 C -6.446 4.673 3.159
45 C -6.490 4.048 1.910
46 C -5.328 3.568 1.320
47 C -3.254 2.836 -1.024
48 C -2.765 2.783 -2.319
49 H 0.544 3.408 -1.681
50 H -0.359 3.533 0.651
51 H -2.068 2.982 2.163
52 H -3.068 4.598 3.675
53 H -5.167 5.432 4.732
54 H -7.371 5.014 3.633
55 H -7.438 3.904 1.390
56 H -5.393 3.026 0.381
57 H -4.312 2.659 -0.862
58 H -3.424 2.538 -3.149

Computed properties:
E_HOMO ... -8.98 eV
Gap between HOMO and LUMO ... 3.26 eV
Net charge ... +1
E_tot ... -1747.8151 Ha
F_max ... 2.97 eV/Å
Energy above the lowest of the compared OMol25 structures with the same formula, charge and spin ... 4.4 kcal/mol